No. 1
{
  "formula": "C4H4N2O",
  "method": "ωB97M-V/def2-TZVPD",
  "relative_energy_kj_mol": 614.4,
  "e_tot_ha": -339.347643,
  "gap_ev": [8.07, 8.07],
  "elements": ["O", "N", "N", "C", "C", "C", "C", "H", "H", "H", "H"],
  "positions_angstrom": [[-1.0644, -0.4462, 1.2296], [-0.2489, 0.5085, 1.8137], [-0.0275, -1.5725, -0.5660], [-0.7395, -0.5882, -0.1240], [-0.9639, 0.5613, -1.0469], [0.4800, 1.0710, 0.9273], [0.3104, 0.7580, -0.5204], [1.1649, 0.2910, -1.0404], [1.2053, 1.8066, 1.2629], [-1.0363, 0.3484, -2.1118], [0.1125, -2.3007, 0.1292]],
  "lowdin_charge": [-0.0443, 0.0939, 0.1991, -0.5243, 0.0343, -0.1054, -0.0883, 0.1440, 0.1215, 0.0910, 0.0785]
}

---

No. 2
{
  "formula": "C31H63O10S",
  "method": "ωB97M-V/def2-TZVPD",
  "relative_energy_kj_mol": 0.0,
  "charge": -1,
  "e_tot_ha": -2369.526536,
  "gap_ev": 3.39,
  "elements": ["S", "O", "O", "O", "O", "O", "O", "O", "O", "O", "O", "C", "C", "C", "C", "C", "C", "C", "C", "C", "C", "C", "C", "C", "C", "C", "C", "C", "C", "C", "C", "C", "C", "C", "C", "C", "C", "C", "C", "C", "C", "C", "H", "H", "H", "H", "H", "H", "H", "H", "H", "H", "H", "H", "H", "H", "H", "H", "H", "H", "H", "H", "H", "H", "H", "H", "H", "H", "H", "H", "H", "H", "H", "H", "H", "H", "H", "H", "H", "H", "H", "H", "H", "H", "H", "H", "H", "H", "H", "H", "H", "H", "H", "H", "H", "H", "H", "H", "H", "H", "H", "H", "H", "H", "H"],
  "positions_angstrom": [[4.7392, 5.3144, -0.2685], [-5.7638, -8.6724, 0.7004], [1.4579, -2.3295, 2.8690], [4.6559, 0.7976, 0.8175], [-0.9516, 0.6432, 4.1040], [1.7120, 9.4701, -2.9053], [4.0790, -3.9368, 3.0577], [1.2473, 4.6344, -3.1237], [-2.3653, -4.6527, 1.3689], [-2.0835, -1.0100, -2.0082], [-0.1949, 6.8367, -7.4413], [-1.1573, -1.7471, -1.7643], [3.5282, 4.0337, -0.1153], [2.9442, 7.7348, -4.0049], [0.5865, 2.4430, 4.3277], [-0.5212, 1.5359, 4.7964], [1.3948, 9.3284, -5.2563], [0.5967, -3.1602, 3.0580], [-3.5437, -4.7424, 1.1067], [1.9909, 8.8972, -3.9328], [0.7274, -4.5596, 2.5197], [5.4776, -2.1131, 3.6665], [3.7024, -3.0866, 5.2466], [-4.5223, -3.6731, 1.5278], [3.7045, 0.0630, 0.9075], [-1.0258, 6.3482, -6.7093], [3.6758, -1.3107, 0.2711], [-6.7441, -10.8375, 0.6035], [0.6534, 4.9688, -0.7959], [-6.4833, -9.4372, 0.1039], [-2.5017, 6.6030, -6.9302], [1.7906, 4.8720, -1.7981], [-0.6747, 5.4686, -5.5435], [4.3908, -3.1320, 3.9034], [-0.1851, -2.1806, -2.8374], [2.4672, 0.4724, 1.6668], [-0.6538, -2.8225, 3.8285], [-0.9099, -2.3009, -0.3849], [-1.0728, 1.8008, 6.1793], [-7.1680, -9.0451, -1.1833], [-4.1103, -5.9078, 0.3415], [2.8128, 3.8027, -1.4315], [3.7653, 7.9875, -4.6802], [-4.0084, -2.8816, 2.0674], [-0.9744, -3.3904, -0.4107], [5.8773, -2.2244, 2.6619], [3.2590, -2.1007, 5.3974], [3.3480, 7.4853, -3.0261], [0.0436, 4.0569, -0.8613], [-6.2024, -11.0082, 1.5298], [0.3983, 5.3357, -5.4417], [0.0931, -2.0389, -0.0395], [0.7234, 10.1710, -5.1040], [3.4960, -2.0768, 1.0297], [-1.4598, 2.8199, 6.2365], [-0.4566, -1.7318, -3.7893], [-8.2504, -9.1383, -1.0756], [0.8289, -1.8827, -2.5635], [-1.6462, -1.9123, 0.3146], [-1.1562, 4.4959, -5.6691], [-0.0952, -4.7311, 1.8253], [-6.8703, -9.7219, -1.9865], [2.9260, -3.8467, 5.2865], [-3.3200, -6.6102, 0.0896], [4.6127, -1.4951, -0.2501], [-0.1831, -3.2694, -2.9217], [3.5000, 3.7362, -2.3065], [0.8665, 8.4983, -5.7221], [-1.0546, 5.8924, -4.6117], [-6.4348, -11.5664, -0.1481], [0.9017, 2.1659, 3.3267], [4.4262, -3.2494, 6.0480], [0.9532, 3.7126, -3.1235], [-6.9090, -8.0231, -1.4468], [-5.3026, -4.1077, 2.1558], [-2.6442, 7.2481, -7.7935], [6.2764, -2.2356, 4.4011], [2.3042, -0.2164, 2.4959], [1.0770, 5.0421, 0.2063], [0.0025, 5.8248, -0.9972], [-1.5347, -3.0430, 3.2224], [2.4330, 6.8603, -4.4141], [-4.5897, -5.5448, -0.5704], [1.4355, 2.3846, 5.0124], [-7.8140, -10.9835, 0.7648], [-1.8630, 1.0899, 6.4075], [2.2694, 2.8399, -1.3801], [-0.6460, -1.7717, 4.1069], [2.1906, 9.6062, -5.9507], [2.5894, 1.4994, 2.0045], [-2.9341, 7.0667, -6.0413], [4.0251, 3.1148, 0.2028], [2.8433, -1.3706, -0.4350], [-0.7203, -3.4450, 4.7252], [0.2507, 3.4820, 4.3308], [1.6900, -4.6585, 2.0240], [-5.0157, -3.2545, 0.6482], [0.6499, -5.2959, 3.3221], [-4.8765, -6.4223, 0.9249], [5.0813, -1.1023, 3.7860], [2.3002, 5.8333, -1.8839], [-0.2746, 1.7231, 6.9203], [1.5861, 0.4081, 1.0242], [-3.0259, 5.6568, -7.0794], [5.5369, 4.9026, -1.3133]],
  "lowdin_charge": [0.4908, 0.0673, 0.0454, 0.0669, 0.0593, 0.0633, 0.0555, -0.1062, 0.0419, 0.0660, 0.0533, -0.5001, -0.6991, -0.0146, -0.0107, -0.4957, -0.0230, -0.4824, -0.4837, -0.4986, -0.0129, -0.0155, -0.0257, -0.0138, -0.5005, -0.5085, -0.0174, -0.0245, -0.0725, -0.4971, -0.0309, -0.4706, -0.0274, -0.5087, -0.0226, -0.0240, -0.0040, -0.0173, -0.0294, -0.0211, -0.0240, -0.3660, 0.0853, 0.0781, 0.0752, 0.0834, 0.0858, 0.0761, 0.0714, 0.0815, 0.0683, 0.0802, 0.0769, 0.0602, 0.0821, 0.0793, 0.0849, 0.0790, 0.0840, 0.0887, 0.0538, 0.0855, 0.0766, 0.0853, 0.0792, 0.0822, 0.0866, 0.0577, 0.0924, 0.0847, 0.0630, 0.0808, 0.0752, 0.0796, 0.0851, 0.0758, 0.0826, 0.0568, 0.0555, 0.0655, 0.0632, 0.0779, 0.0884, 0.0906, 0.0843, 0.0762, 0.0936, 0.0575, 0.0825, 0.0701, 0.0829, -0.0443, 0.0681, 0.0859, 0.0904, 0.0745, 0.0885, 0.0877, 0.0656, 0.0898, 0.0979, 0.0810, 0.0884, 0.0800, -0.2060]
}